This record from OMol25 describes 20 unconnected molecules or ions with the total composition C68H190N14O26. The level of theory is ωB97M-V/def2-TZVPD.

Max |F| in eV/A: 3.7
Gap between HOMO and LUMO in eV: 8.64
Spin multiplicity: 1
Energy relative to the best compared isomer or geometry (same formula, charge and spin) in kJ/mol: 67.48

Cartesian coordinates (Å):
C 31.757 9.134 14.880
C 32.997 9.178 15.844
C 33.954 7.931 15.701
O 34.932 7.968 16.718
C 35.934 6.975 16.628
N 33.787 10.340 15.418
H 31.201 8.251 15.194
H 31.947 9.034 13.811
H 31.106 10.002 14.986
H 32.719 9.314 16.889
H 34.309 7.857 14.673
H 33.290 7.104 15.951
H 36.663 7.237 17.394
H 36.551 6.976 15.729
H 35.576 5.982 16.900
H 34.309 10.136 14.577
H 34.539 10.388 16.091
C 31.493 0.897 18.773
C 32.852 1.587 19.019
C 32.669 2.903 19.827
O 31.984 4.002 19.109
C 32.857 4.468 18.072
N 33.808 0.682 19.659
H 31.730 -0.068 18.325
H 30.822 1.408 18.084
H 31.073 0.728 19.765
H 33.424 1.844 18.128
H 33.635 3.288 20.153
H 32.113 2.615 20.719
H 33.856 4.685 18.451
H 32.547 5.454 17.727
H 32.847 3.790 17.219
H 33.414 0.166 20.432
H 33.928 -0.042 18.965
C 32.473 5.527 22.682
C 31.770 6.342 21.607
C 32.728 7.073 20.585
O 33.594 7.894 21.384
C 34.589 8.498 20.605
N 30.809 5.511 20.900
H 31.725 5.067 23.328
H 33.217 6.012 23.313
H 33.013 4.697 22.225
H 31.205 7.170 22.036
H 32.108 7.700 19.944
H 33.217 6.338 19.945
H 34.214 9.419 20.158
H 35.091 7.878 19.863
H 35.405 8.895 21.209
H 31.321 4.697 20.592
H 30.113 5.084 21.495
C 28.037 14.358 21.686
C 26.896 13.442 21.338
C 27.269 12.084 20.733
O 26.191 11.420 20.156
C 26.510 10.171 19.529
N 25.942 13.421 22.454
H 28.577 14.604 20.772
H 28.785 13.859 22.304
H 27.790 15.284 22.205
H 26.258 13.943 20.610
H 27.728 11.390 21.437
H 27.878 12.326 19.862
H 27.291 10.347 18.788
H 25.585 9.823 19.070
H 26.796 9.417 20.261
H 25.593 14.364 22.552
H 25.130 12.821 22.425
C 31.189 11.605 22.971
C 31.536 11.206 24.418
C 33.008 11.479 24.830
O 33.955 10.632 24.196
C 33.853 9.228 24.454
N 30.672 12.014 25.232
H 31.986 11.184 22.358
H 31.119 12.686 22.844
H 30.265 11.076 22.736
H 31.216 10.186 24.633
H 33.067 11.296 25.903
H 33.205 12.536 24.650
H 34.673 8.613 24.083
H 32.977 8.907 23.890
H 33.666 8.943 25.490
H 29.697 11.907 24.992
H 30.814 13.003 25.087
C 24.154 12.311 11.449
C 23.473 13.628 11.943
C 23.320 13.655 13.470
O 22.572 12.516 13.937
C 21.184 12.535 13.744
N 24.234 14.771 11.353
H 23.489 11.449 11.490
H 25.073 12.078 11.987
H 24.601 12.309 10.455
H 22.502 13.525 11.458
H 22.805 14.576 13.741
H 24.308 13.754 13.920
H 20.759 11.556 13.964
H 20.950 12.612 12.683
H 20.687 13.360 14.254
H 24.381 14.549 10.379
H 25.207 14.648 11.593
C 34.720 14.003 22.468
C 36.049 13.388 22.920
C 37.207 14.350 23.069
O 37.514 14.775 21.763
C 38.894 14.837 21.588
N 35.719 12.821 24.229
H 34.849 14.398 21.461
H 34.396 14.806 23.130
H 33.829 13.375 22.444
H 36.246 12.575 22.221
H 38.074 13.963 23.603
H 36.838 15.215 23.620
H 39.472 15.327 22.372
H 39.057 15.447 20.700
H 39.532 13.974 21.394
H 36.396 12.088 24.385
H 34.861 12.295 24.146
C 27.712 10.627 13.179
C 28.847 11.001 12.312
C 28.581 10.989 10.802
O 28.145 9.717 10.263
C 27.715 9.673 8.897
N 29.503 12.157 12.865
H 27.976 10.689 14.234
H 27.231 9.657 13.058
H 26.921 11.346 12.963
H 29.552 10.173 12.399
H 29.459 11.185 10.186
H 27.858 11.780 10.604
H 26.827 10.297 8.787
H 27.453 8.641 8.667
H 28.360 10.084 8.120
H 29.918 12.576 12.045
H 30.335 11.826 13.332
C 35.740 15.394 17.105
C 35.927 14.861 18.531
C 36.785 13.506 18.599
O 35.932 12.558 17.980
C 34.973 11.898 18.814
N 36.609 15.912 19.288
H 36.699 15.579 16.620
H 35.224 16.350 17.012
H 35.275 14.607 16.511
H 34.922 14.700 18.922
H 37.108 13.248 19.608
H 37.759 13.532 18.111
H 34.298 12.534 19.388
H 35.451 11.197 19.499
H 34.265 11.424 18.134
H 37.518 16.079 18.882
H 36.808 15.668 20.248
C 28.361 12.708 16.852
C 29.672 13.196 17.574
C 30.652 12.075 17.920
O 30.066 11.346 19.043
C 30.777 10.138 19.265
N 30.226 14.177 16.658
H 28.533 12.133 15.942
H 27.774 13.485 16.362
H 27.705 12.101 17.476
H 29.373 13.608 18.537
H 31.643 12.420 18.211
H 30.607 11.316 17.139
H 30.862 9.582 18.331
H 30.342 9.608 20.112
H 31.791 10.432 19.537
H 29.461 14.763 16.355
H 30.452 13.750 15.771
C 31.538 18.237 16.687
C 30.683 19.182 15.851
C 30.526 18.769 14.385
O 31.802 18.829 13.759
C 31.757 18.673 12.343
N 29.399 19.379 16.520
H 31.056 17.259 16.662
H 31.813 18.561 17.690
H 32.491 18.045 16.193
H 31.259 20.108 15.831
H 29.905 19.496 13.861
H 30.119 17.771 14.222
H 30.986 19.325 11.933
H 31.486 17.680 11.985
H 32.629 19.028 11.795
H 29.641 19.588 17.478
H 28.967 18.468 16.476
C 28.415 15.246 13.523
C 27.325 15.568 12.434
C 27.657 16.712 11.453
O 28.093 17.766 12.216
C 28.653 18.739 11.327
N 27.093 14.321 11.732
H 29.306 14.928 12.980
H 28.137 14.441 14.204
H 28.592 16.124 14.144
H 26.413 15.849 12.961
H 26.783 17.026 10.881
H 28.451 16.426 10.763
H 28.000 19.006 10.496
H 29.601 18.363 10.942
H 28.829 19.703 11.805
H 27.833 13.938 11.161
H 26.970 13.587 12.415
C 23.558 12.670 17.698
C 22.977 12.423 19.090
C 22.584 10.985 19.356
O 21.651 10.541 18.331
C 21.376 9.158 18.347
N 23.894 12.778 20.178
H 23.588 13.722 17.416
H 22.908 12.169 16.981
H 24.596 12.345 17.637
H 22.088 13.051 19.155
H 22.165 10.974 20.362
H 23.474 10.362 19.263
H 21.814 8.650 17.488
H 20.290 9.090 18.283
H 21.735 8.615 19.222
H 23.576 12.387 21.054
H 24.696 12.166 20.129
C 29.053 1.350 22.476
C 29.299 2.534 23.497
C 28.288 3.740 23.370
O 28.489 4.445 22.082
C 27.751 5.696 21.868
N 29.229 1.971 24.841
H 29.912 0.683 22.398
H 29.047 1.777 21.474
H 28.095 0.835 22.539
H 30.324 2.884 23.373
H 28.643 4.399 24.162
H 27.275 3.365 23.523
H 26.742 5.418 21.561
H 28.222 6.245 21.052
H 27.706 6.366 22.727
H 29.420 2.555 25.642
H 28.265 1.726 25.018
C 23.396 9.151 14.453
C 24.469 8.582 15.536
O 25.377 7.723 14.840
O 22.645 8.138 13.732
H 23.832 9.916 13.811
H 22.573 9.657 14.958
H 23.934 8.148 16.380
H 25.074 9.356 16.009
H 26.180 7.637 15.360
H 23.162 7.835 12.981
C 32.466 14.890 14.218
C 32.939 13.578 14.767
O 32.357 12.357 14.224
O 32.776 14.873 12.861
H 33.020 15.749 14.599
H 31.399 15.072 14.342
H 32.935 13.595 15.857
H 33.992 13.505 14.498
H 32.822 11.598 14.583
H 32.441 14.033 12.540
C 27.769 6.164 17.119
C 29.083 5.821 17.748
O 29.429 6.723 18.776
O 27.664 7.471 16.559
H 26.968 6.057 17.851
H 27.514 5.468 16.320
H 29.922 5.926 17.061
H 29.165 4.815 18.159
H 29.827 6.218 19.489
H 28.243 8.062 17.046
C 26.204 15.808 16.792
C 25.275 16.971 17.217
O 25.169 17.139 18.610
O 27.531 16.158 17.117
H 26.306 15.719 15.710
H 25.869 14.840 17.165
H 24.302 16.862 16.737
H 25.735 17.786 16.658
H 26.052 17.096 18.984
H 27.602 16.303 18.063
C 27.711 18.567 20.110
C 28.695 18.809 21.216
O 29.928 19.263 20.765
O 27.941 17.300 19.573
H 27.556 19.339 19.357
H 26.725 18.460 20.563
H 28.914 17.928 21.820
H 28.237 19.437 21.981
H 29.877 20.183 20.496
H 28.895 17.193 19.568
C 32.002 16.405 20.697
C 31.591 15.396 19.569
O 30.424 15.867 18.882
O 32.310 17.599 20.033
H 32.874 16.005 21.214
H 31.226 16.655 21.421
H 31.499 14.438 20.080
H 32.370 15.293 18.814
H 30.564 15.392 18.060
H 31.464 17.953 19.749